# 1
54
Properties=species:S:1:pos:R:3:forces:R:3:nbo_charge:R:1 method="wB97M-V/def2-TZVPD" s2=0.765 lumo_ha="-0.2847 / -0.3661" multiplicity=2 gap_ev="6.8 / 4.6" charge=+2
Li -2.098175 1.074200 2.280786 1.4523 0.2109 -0.2109 0.900
Li -2.350357 3.560859 0.404064 1.0525 -0.0557 -0.2374 0.989
Li -2.208732 -1.836244 2.496235 0.9933 -0.0399 -0.5091 0.979
Li 0.261306 2.876853 2.882209 -0.5043 -0.2325 -0.6126 0.966
Li 0.432874 -0.266664 3.688350 0.1313 0.1991 -0.5104 0.950
S -1.756898 2.037138 4.936429 -1.9267 1.3533 3.4272 2.527
O -2.490642 3.217815 4.495008 -0.2899 0.3965 0.0923 -0.772
O -0.989891 1.583058 3.807565 2.0158 -2.4293 -4.2589 -1.225
O -0.752427 2.373139 5.929852 -0.2077 0.4304 1.1313 -0.714
O -2.713168 1.041337 5.427567 0.7144 0.1487 -0.5962 -0.760
O -0.435643 -0.523374 1.915595 -2.7809 -0.6670 1.5185 -1.162
C 0.155437 -0.026401 0.757275 1.1715 1.9849 0.9358 -0.079
C -0.505227 1.260125 0.124473 -0.0979 -1.1856 -0.0894 -0.115
O -0.688458 2.500745 0.840052 -0.6847 -1.0199 1.0147 -1.156
H 0.402971 -0.774363 0.004037 -0.6585 -0.0499 -0.4199 0.193
H 1.138076 0.271360 1.123131 0.6730 0.4800 -0.4844 0.119
H -1.469892 0.840501 -0.160896 -0.6650 0.1721 -0.3625 0.134
H 0.040822 1.391237 -0.809731 0.1643 0.3236 -0.0587 0.189
O 0.445546 -3.570006 1.646167 -0.0758 -0.0475 0.4846 -0.908
H -0.476429 -3.586442 1.389415 -0.1160 -0.3108 -0.4650 0.448
H 0.707904 -2.655581 1.540232 0.1042 0.3200 -0.1126 0.467
O 1.333428 4.376061 -0.192823 -0.1315 0.2862 0.0518 -0.946
H 0.774572 3.677340 0.147317 -0.4234 -0.4668 0.0700 0.467
H 2.185554 4.221789 0.214987 0.4563 0.0759 -0.1610 0.475
O -0.608740 3.020620 -3.236157 -0.4376 -0.2110 0.1411 -0.932
H -0.245947 2.679311 -2.418771 0.2995 -0.0303 0.0934 0.452
H -0.264522 3.911647 -3.297909 0.1910 0.3163 -0.1360 0.483
O 2.376236 0.015040 3.375643 -0.8040 0.1658 0.0735 -1.008
H 2.537014 0.041874 2.432423 0.2080 -0.0936 -0.5153 0.500
H 3.248752 0.038319 3.768576 0.2961 -0.0574 0.4445 0.525
C -2.762801 -1.443915 -1.442476 -1.5911 -1.2271 -0.2186 -0.621
C -3.863124 -2.539588 -1.731406 1.7304 0.3499 -1.9555 0.101
C -3.939246 -2.703291 -3.271291 -0.8286 0.6532 0.4945 -0.624
O -3.374660 -3.798576 -1.348961 0.5581 -0.4300 1.9098 -0.740
H -2.701618 -1.260334 -0.369782 0.0274 0.2566 0.3060 0.133
H -3.169699 -0.590468 -1.984852 0.5557 0.4099 0.2178 0.225
H -1.780080 -1.751536 -1.799877 -0.1522 0.0342 -0.1638 0.230
H -4.790421 -2.234860 -1.246267 -0.1812 -0.2124 -0.0432 0.163
H -4.365656 -1.830285 -3.765405 0.1633 0.0746 -0.1489 0.208
H -4.572196 -3.555695 -3.518001 0.0164 0.0096 0.0291 0.225
H -2.929462 -2.914822 -3.622983 -0.1004 0.1067 -0.0851 0.220
H -4.076604 -4.425773 -1.160537 -0.1947 0.0226 -0.1690 0.487
C 4.358746 -0.434848 -2.786497 -0.2896 -2.2071 -1.0389 -0.648
C 3.382750 -0.167820 -1.679434 1.0524 1.2327 0.3089 0.086
C 3.907342 -0.800039 -0.394645 -1.0896 -0.4773 -0.0262 -0.612
O 3.385554 1.243731 -1.569924 -0.5301 1.2634 1.0858 -0.740
H 3.820949 -0.467268 -3.734032 0.2438 0.4008 -0.2628 0.220
H 4.724162 -1.455951 -2.677310 0.2169 -0.1561 -0.1403 0.219
H 5.236132 0.210158 -2.834045 -0.3560 0.2306 0.3011 0.240
H 2.344391 -0.387785 -1.927478 0.0244 -1.0232 0.0527 0.154
H 3.500968 -1.810659 -0.354512 0.5654 -0.4416 -0.3234 0.220
H 3.479058 -0.420357 0.532994 0.1282 0.8219 0.0275 0.156
H 4.997043 -0.798507 -0.369181 -0.1745 0.0030 0.1732 0.239
H 3.203126 1.567192 -2.455198 0.0861 0.3385 -0.0690 0.471

=====

# 2
114
Properties=species:S:1:pos:R:3:forces:R:3:lowdin_charge:R:1 method="wB97M-V/def2-TZVPD" relative_energy_kcal_mol=93.38 lumo_ha=0.0530 gap_ev=5.4 charge=-1
Mg 0.939745 6.437747 18.107235 -0.1647 0.1741 -0.5220 0.623
O 3.713642 3.259626 12.303025 0.2859 0.6827 -0.3817 -0.059
C 4.126178 4.403185 12.624038 0.2624 -1.6528 0.6101 -0.667
O 5.187099 4.994941 12.342578 -0.8049 0.2703 0.1340 -0.036
C 3.235398 5.005446 13.753555 1.3162 -2.3860 -2.1700 -0.110
C 2.523848 4.134743 14.554148 -0.8735 -0.4604 1.4971 0.059
C 1.914587 4.656369 15.694599 -0.9709 -1.6007 0.6309 -0.184
N 1.887105 5.960698 15.985138 -0.2056 0.0032 0.1036 0.132
C 2.460848 6.709560 15.055751 0.5497 4.5535 2.2894 -0.176
C 3.218081 6.316218 13.990829 -0.6624 1.7189 0.2971 0.033
C 2.603987 8.278212 15.302299 -0.0375 -1.5733 -0.8766 -0.227
C 2.120042 9.110061 14.294703 -1.1318 -2.8148 -1.0415 -0.058
C 2.537400 10.384555 14.260059 -1.2498 1.9697 -2.3118 -0.091
C 3.387223 10.855780 15.187727 2.0436 0.4181 1.7706 -0.072
C 3.833471 9.999017 16.178315 -1.7090 -1.1695 -0.7607 -0.126
N 3.422497 8.711652 16.251308 0.5466 0.1837 0.2859 0.132
C 1.173428 3.749792 16.683466 -0.0149 -1.1403 -1.2559 -0.156
C 1.053282 2.361677 16.465735 -0.1228 1.6028 1.3937 0.024
C 0.388720 1.582856 17.407319 0.8498 -1.1445 -0.8262 -0.057
C -0.112125 2.154598 18.532551 -0.2709 0.9138 0.6651 -0.033
C 0.011002 3.549888 18.641991 -1.6133 -2.1340 1.3857 -0.130
N 0.557873 4.283728 17.742343 2.0869 2.1998 -1.2829 0.052
H 2.456678 3.049070 14.373710 0.4054 0.9789 -0.3436 0.125
H 3.710448 7.105879 13.429244 0.1604 -0.6312 -0.1945 0.150
H 1.486410 8.648224 13.483533 0.5194 0.8656 1.0501 0.115
H 2.193929 11.053011 13.457213 0.0464 -0.4112 0.3307 0.129
H 3.852521 11.831144 15.160170 -0.3375 0.2378 -0.1604 0.108
H 4.475289 10.345332 16.934414 0.8832 0.2221 0.8594 0.070
H 1.581708 1.955088 15.668196 0.4803 -0.9021 -1.2571 0.086
H 0.362243 0.485174 17.318350 -0.0580 0.6240 -0.2430 0.122
H -0.569930 1.532278 19.292877 -0.0601 0.3515 0.0674 0.111
H -0.408807 4.072068 19.477220 -0.3473 0.0536 0.2719 0.093
C 0.085207 10.047453 16.882377 1.4406 0.2879 -1.0244 -0.056
C 0.156062 10.521444 18.332035 -1.0687 -1.0361 1.0940 -0.383
C 1.217613 11.549968 18.539194 1.3132 1.5290 -1.0950 -0.077
C 0.281489 9.324233 19.317603 -0.9008 -0.6393 -0.0711 -0.232
C 0.643750 9.617145 20.812646 -0.8393 0.0849 -1.3938 -0.063
O 2.063744 9.530907 20.744765 1.7255 0.3475 0.2982 0.005
C 2.420722 8.874846 19.619224 -1.3957 -2.0668 -0.2974 -0.319
N 1.438842 8.487415 18.871542 0.7537 0.6393 0.5733 0.110
C 3.871338 8.550722 19.431554 -0.3545 0.1155 0.8200 -0.119
C 4.659044 9.697696 19.451371 -1.0197 -1.2807 -0.6390 -0.061
C 6.000294 9.565222 19.275185 3.6712 0.2973 -0.4729 -0.079
C 6.668935 8.312038 19.191596 -4.6436 -1.2584 0.6602 0.009
C 5.793090 7.131657 19.318139 2.7125 1.8039 -0.4943 -0.077
C 4.436882 7.241286 19.361023 -1.5673 1.5821 0.6315 -0.337
P 3.339440 5.790335 19.389596 0.4984 -0.4513 0.1607 1.129
C 4.327707 4.660164 18.326184 0.6949 -0.0903 -1.3066 -0.334
C 4.421526 3.253793 18.414836 0.4551 1.5907 -1.7993 -0.082
C 4.954743 2.482618 17.375711 -0.9433 -1.4611 1.8165 -0.093
C 5.454636 3.073857 16.256312 0.8730 -0.5352 -0.6536 -0.097
C 5.465853 4.444854 16.157457 -0.5936 1.9572 0.3658 -0.046
C 4.890243 5.283842 17.167944 -0.4614 -2.3545 -0.6171 -0.078
C 3.565374 5.149144 21.101674 0.7288 -0.4585 0.4324 -0.331
C 4.297456 5.770709 22.137705 -0.0575 -0.3694 -0.3545 -0.061
C 4.390796 5.236053 23.423670 -1.1212 -2.3394 -1.8014 -0.051
C 3.886476 3.921672 23.642878 0.5997 2.2056 -0.0344 -0.068
C 3.256476 3.280658 22.600041 -0.4348 -1.2181 1.4367 -0.102
C 3.064683 3.882608 21.387976 -1.1070 -0.2477 -0.8388 -0.155
H 0.027191 10.976626 16.228574 0.2316 -1.2909 0.5184 0.101
H -0.764582 9.416428 16.574830 0.1802 0.2494 0.4933 0.058
H 1.052655 9.456034 16.664846 -1.6329 1.2058 0.1118 0.071
H -0.820089 10.980309 18.578153 0.2848 -0.0605 0.0396 0.146
H 2.206631 11.328896 18.022693 -1.1624 -0.0240 0.5334 0.084
H 1.443490 11.826869 19.574958 -0.1897 -0.2213 -0.0577 0.073
H 0.833474 12.471062 18.053636 0.4874 -0.2719 0.1933 0.094
H -0.632233 8.725853 19.210023 0.4034 0.1861 0.2517 0.124
H 0.235560 8.893999 21.563524 0.4172 0.4219 -0.7330 0.134
H 0.379942 10.641717 21.091942 0.0256 -0.2136 0.0920 0.124
H 4.146936 10.639081 19.359449 0.1559 0.3834 0.4608 0.116
H 6.598496 10.510400 19.173284 -0.4859 -1.0624 0.0593 0.123
H 7.667310 8.081857 18.954787 1.2261 0.4884 0.0290 0.082
H 6.245971 6.140752 19.295525 -0.0248 0.2783 -0.0577 0.114
H 4.027592 2.738017 19.210969 -0.8729 -0.9335 1.9055 0.054
H 4.880306 1.358154 17.523488 0.3575 1.5329 -0.4529 0.128
H 5.877937 2.439238 15.475839 -0.2013 0.3969 -0.0147 0.122
H 5.826951 4.896736 15.228394 -0.0754 -0.0285 0.3367 0.116
H 4.686978 6.325771 16.957547 0.4039 0.1320 0.0290 0.087
H 4.908089 6.614285 21.895169 -0.1278 0.8004 0.0066 0.091
H 4.909536 5.729029 24.181089 0.7692 0.8319 1.0578 0.080
H 3.987396 3.519448 24.636309 -0.0834 -0.4031 0.0493 0.097
H 2.807818 2.295983 22.812198 0.2925 0.4761 -0.3613 0.117
H 2.380353 3.321352 20.729898 0.5844 0.5424 -0.1750 0.112
I -1.690915 9.878354 12.970919 0.1407 -0.0469 0.1746 -0.767
C -3.523953 8.113978 16.960426 1.8085 0.3794 -1.1380 -0.047
C -2.979801 6.655924 17.082511 -0.3951 0.0490 0.2584 -0.341
C -1.706078 6.246092 16.279206 -0.3378 1.0018 0.3988 -0.040
C -3.040070 6.408165 18.555762 -0.6526 -1.7719 2.0221 -0.148
C -4.313203 6.138840 19.121981 -0.0900 0.4866 -1.8112 -0.075
C -4.518515 5.956315 20.458113 0.4017 -0.0563 1.8690 -0.120
C -3.406840 5.903624 21.331200 0.3335 0.3929 -2.8441 -0.063
C -2.083662 6.063054 20.828697 -0.7496 -0.9657 -0.0384 -0.104
C -0.940993 5.765223 21.819851 -1.3211 -1.1737 1.5795 -0.303
C 0.473642 5.693185 21.346302 -0.3018 1.3490 -0.8009 -0.119
C -1.182788 4.390652 22.711324 -0.9092 1.4623 -1.4544 -0.032
C -1.910844 6.359677 19.431129 -0.6688 0.7523 -0.3341 -0.278
O -0.761950 6.742545 18.898639 0.6783 -0.8016 0.5802 -0.247
H -3.347941 8.477407 15.922418 -0.5940 -0.1067 0.4639 0.060
H -2.914805 8.807816 17.588468 -0.5344 -0.5027 -0.1587 0.080
H -4.574374 8.138743 17.268336 0.3045 0.1450 -0.1843 0.072
H -3.788327 6.039133 16.664300 0.2000 -0.0300 -0.0358 0.126
H -0.857450 6.943277 16.442536 -0.4914 -0.3550 -0.0917 0.052
H -2.013731 6.410972 15.253654 0.3034 -0.2828 -0.4694 0.076
H -1.362912 5.199962 16.442234 -0.5204 0.7476 -0.0460 0.079
H -5.211197 6.122737 18.451416 0.9317 0.0640 0.4930 0.123
H -5.531805 5.859600 20.887072 0.6172 -0.0629 -0.3968 0.098
H -3.612770 5.679579 22.333662 0.0937 -0.1633 1.3971 0.074
H -0.962968 6.592902 22.545485 -0.0530 -0.1881 0.0591 0.126
H 0.686510 4.923866 20.636933 -0.1577 -0.3820 -0.6326 0.022
H 1.118158 5.445785 22.151766 0.6215 0.2755 1.0057 0.067
H 0.697806 6.670035 20.885596 0.5002 -0.4386 0.2445 0.070
H -0.693232 3.585668 22.198207 0.4838 -0.5088 -0.4514 0.042
H -2.256957 4.065636 22.743100 1.0039 0.6411 0.4550 0.071
H -0.682993 4.493027 23.673556 -0.3682 0.0367 0.1615 0.064